Below is C35H108CoO25 as an isolated structure at a distorted geometry, with properties calculated with ωB97M-V/def2-TZVPD.

Values from the calculation:
HOMO energy (spin up / spin down) (eV): -7.31 / -7.26
Spin multiplicity: 4
Expectation value of S²: 3.76
Frontier orbital gap (spin up / spin down) (Ha): 0.2734 / 0.2714
F_max (hartree/bohr): 0.06047

XYZ file:
```
169
Properties=species:S:1:pos:R:3:forces:R:3
Co 2.19759 -1.30620 1.38570 1.0 0.4 0.2
C 4.16060 -2.59591 4.46647 1.2 1.5 1.3
C 3.62494 -3.47085 3.42683 -1.0 0.7 -1.8
O 3.54668 -2.78388 2.14836 -0.3 -0.4 1.0
H 5.11960 -2.17886 4.15910 0.0 0.4 -0.2
H 4.39693 -3.08949 5.40914 -0.3 -0.4 0.2
H 3.44389 -1.80158 4.67497 0.3 0.2 0.0
H 2.64814 -3.72026 3.84128 -0.7 -0.6 -0.5
H 4.22183 -4.38277 3.44183 0.1 -0.3 -0.8
C -1.18466 0.42648 -0.63134 0.8 0.0 0.8
C -0.32919 0.77967 0.58835 1.8 -0.9 0.1
O 0.97521 0.24182 0.52726 0.4 0.6 -0.7
H -2.20071 0.70984 -0.35666 -0.4 -0.4 -0.6
H -0.97517 -0.61791 -0.86255 -0.7 -0.2 0.1
H -0.82441 0.98653 -1.49428 -0.1 0.3 -0.1
H -0.70754 0.44053 1.55268 -1.1 0.0 0.1
H -0.28785 1.86848 0.61816 0.0 0.6 0.2
C 1.11208 4.49624 -5.16571 0.3 0.3 1.3
C 2.21204 4.61146 -4.07195 -1.6 0.4 -0.3
O 2.66859 5.98103 -3.95439 1.0 -1.1 -0.5
O -0.09686 5.11779 -4.63222 0.5 -0.7 -0.8
H 0.89791 3.45972 -5.42621 -0.3 -0.1 0.6
H 1.48578 4.88247 -6.11402 -0.2 0.7 0.1
H 2.97543 3.85215 -4.24165 0.8 0.8 -0.4
H 1.80449 4.28328 -3.11577 -0.4 0.1 0.1
H 1.96487 6.61226 -3.78732 -0.4 -0.5 0.1
H -0.11279 6.06424 -4.79222 0.2 0.0 -0.3
C 3.42970 0.15316 -3.53066 0.9 1.2 -0.2
C 2.20077 0.95751 -3.13738 -0.1 -1.7 -1.2
O 2.46660 1.60908 -1.97232 0.2 1.3 1.1
O 3.51179 -1.07753 -2.85387 0.3 -0.1 -0.1
H 4.31185 0.73112 -3.25519 0.0 0.1 0.4
H 3.57262 0.06226 -4.60742 -0.5 -0.5 -0.3
H 1.41559 0.20878 -3.03247 -0.4 -0.1 0.2
H 1.83883 1.59728 -3.94224 0.3 0.5 -0.2
H 1.80719 1.39400 -1.30860 -0.2 -0.4 0.7
H 2.85819 -1.61846 -3.30311 -0.5 -0.5 -0.2
C 6.33475 -0.54761 1.28460 -0.5 0.3 -0.7
C 5.18704 0.13360 0.47560 0.7 -0.6 0.4
O 3.95111 0.06638 1.19224 0.0 -0.4 -0.8
O 6.19103 -1.93028 1.32633 0.7 -0.4 -0.3
H 6.40556 -0.14299 2.29424 -0.2 0.4 0.2
H 7.30098 -0.39053 0.80519 0.0 0.4 -0.2
H 5.08084 -0.39087 -0.47401 -0.2 -0.1 0.1
H 5.38743 1.17966 0.24387 0.2 0.1 0.1
H 4.07113 0.68564 1.91593 -0.1 0.1 0.6
H 5.32880 -2.16388 1.67789 -1.2 -0.4 0.3
C 4.73063 1.49188 4.59438 -2.1 0.1 -0.2
C 3.58146 2.23073 5.39896 1.6 -1.6 0.7
O 2.24810 1.74712 5.12465 1.0 0.3 -0.6
O 4.65440 1.83416 3.22094 1.3 0.1 0.2
H 4.60749 0.41193 4.67583 -0.2 -0.2 0.2
H 5.72317 1.69982 4.99406 -0.1 0.5 0.1
H 3.73090 3.30431 5.28413 -0.4 0.1 -0.1
H 3.77192 1.91282 6.42402 0.2 0.5 0.3
H 1.64100 2.20701 5.70905 0.0 0.0 0.0
H 3.77166 2.15169 3.01716 -0.8 0.1 -0.2
C 1.21428 -2.77542 -0.94312 0.9 0.4 0.2
C 0.65137 -3.41647 0.32079 -1.4 -1.5 -1.1
O 0.50612 -2.63493 1.46761 1.3 0.9 0.1
O 2.40232 -2.09503 -0.57279 0.0 -0.6 0.5
H 0.62998 -2.06680 -1.53009 -0.9 0.2 0.7
H 1.45962 -3.51190 -1.70831 0.0 -0.6 0.4
H 1.17660 -4.31881 0.63390 0.6 0.1 -0.5
H -0.33961 -3.76534 0.03036 -0.3 -0.2 -0.1
H -0.40975 -2.64753 1.75503 -0.7 0.5 0.1
H 2.81511 -1.78509 -1.38221 0.7 0.8 -0.1
C -6.27902 1.32862 2.20088 -0.2 0.9 0.8
O -7.49992 0.60264 2.14183 0.1 -0.2 -0.3
H -6.09572 1.78418 3.17399 0.0 -0.5 0.4
H -5.41701 0.71048 1.94995 -0.1 0.0 -0.2
H -6.32885 2.24554 1.61364 0.0 -0.3 -0.7
H -7.97047 0.61880 2.97844 0.3 0.2 0.0
C -4.31122 2.37141 -2.48447 -0.2 0.8 0.4
O -5.15958 3.33188 -3.10782 0.2 -0.2 -0.5
H -4.54966 1.38151 -2.87351 -0.2 0.1 0.2
H -3.24920 2.55952 -2.64205 0.1 0.1 -0.3
H -4.48166 2.49418 -1.41490 0.1 -0.8 0.2
H -4.94832 4.18457 -2.72066 0.0 0.1 0.0
C -1.09188 5.58558 -0.87459 -1.0 0.5 0.8
O -2.25828 6.19913 -0.23423 0.5 -0.8 -0.5
H -0.48650 5.00629 -0.17742 0.2 0.3 0.3
H -1.45073 4.83139 -1.57497 -0.1 0.5 -0.3
H -0.53537 6.40363 -1.33193 0.3 -0.5 -0.3
H -1.96238 6.80967 0.44495 0.2 0.0 0.0
C -2.02343 2.52493 5.41587 -0.1 0.1 0.5
O -3.28823 1.96381 5.02504 0.4 0.2 0.3
H -1.82006 2.40477 6.47996 0.1 -0.7 0.0
H -1.24859 2.08937 4.78499 0.2 0.2 0.2
H -2.02382 3.61413 5.37401 -0.3 0.1 -0.8
H -3.60377 1.37778 5.71685 0.0 0.0 -0.1
C 1.05790 -0.91359 4.05883 -0.6 -0.8 0.9
O 2.06772 -0.33596 3.27745 -0.2 -0.5 0.3
H 1.09420 -2.00274 4.03604 0.0 -0.1 -0.6
H 1.19296 -0.72829 5.12444 0.0 0.5 0.1
H 0.07214 -0.56683 3.74879 -0.1 0.0 0.0
H 2.31320 0.45646 3.76057 0.1 0.7 -0.3
C -0.03853 -5.53164 3.61785 0.3 -0.2 0.2
O -0.92925 -4.55446 4.07189 -0.3 0.7 0.7
H 0.36695 -6.04632 4.48894 -0.4 -0.3 0.0
H -0.60744 -6.19809 2.96956 0.6 -0.4 -0.2
H 0.85183 -5.10620 3.15486 -0.1 0.1 -0.5
H -1.26094 -4.05976 3.31899 -0.1 0.1 -0.2
C -2.67938 -1.83510 3.15395 0.3 -0.4 0.3
O -2.06763 -2.66155 2.15053 -0.2 0.5 0.7
H -3.09978 -0.91698 2.74356 0.1 0.0 -0.1
H -3.45164 -2.38976 3.68694 -0.2 -0.1 -0.1
H -1.91482 -1.62246 3.90117 0.0 0.2 -0.2
H -2.73213 -2.84813 1.48329 -0.3 -0.4 -0.7
C -2.90663 4.01290 2.29901 0.1 -0.4 0.3
O -3.93028 3.91221 3.24136 -1.5 0.7 0.2
H -3.21724 4.50525 1.37749 -0.2 0.1 0.2
H -2.12216 4.60083 2.77552 0.7 -0.1 -0.5
H -2.63021 2.98285 2.07386 0.8 0.1 -0.4
H -3.75591 3.16755 3.82159 -0.1 -0.2 0.1
C 2.11912 -3.08829 -5.16767 -1.3 0.1 -0.4
O 1.41112 -2.34803 -4.15292 1.3 -0.4 0.0
H 1.52934 -3.98272 -5.36831 0.6 -0.6 0.3
H 2.06917 -2.59992 -6.14086 0.3 0.6 0.0
H 3.16014 -3.25812 -4.89284 -0.3 -0.1 0.2
H 0.59957 -2.04069 -4.56348 -0.4 0.3 -0.3
C -5.48640 -2.33922 0.57466 -0.8 1.0 0.5
C -4.80622 -2.93195 -0.59977 -1.1 0.0 -1.3
C -4.48386 -1.91679 -1.70165 -0.2 0.3 -0.2
O -3.66572 -3.54109 -0.12504 1.3 -0.3 1.1
H -6.41577 -1.82641 0.32686 0.0 0.1 -0.3
H -4.82210 -1.57131 0.97109 0.0 0.0 0.5
H -5.77477 -3.07589 1.32449 0.4 -0.1 0.1
H -5.45269 -3.71480 -0.99642 -0.3 -0.1 -0.4
H -3.88050 -2.32019 -2.51489 0.4 -0.3 0.2
H -3.97655 -1.04745 -1.28334 0.2 0.0 0.1
H -5.34355 -1.52614 -2.24611 -0.5 -0.1 0.4
H -3.19210 -3.95465 -0.85047 0.6 -0.2 -0.3
C -0.32837 -5.36160 -3.51881 1.4 0.5 0.5
C -1.49165 -4.48619 -3.14156 -1.5 -0.8 -2.6
C -2.60912 -4.78829 -4.14804 -0.6 0.5 -0.9
O -2.04700 -4.87333 -1.93210 0.0 0.1 2.1
H 0.53815 -4.98907 -2.97249 0.4 -0.1 -0.4
H -0.15644 -5.36785 -4.59515 0.2 0.2 0.1
H -0.40242 -6.40431 -3.20998 -0.6 0.0 0.1
H -1.31620 -3.41047 -3.15199 0.5 -0.1 0.4
H -2.62305 -5.86047 -4.34383 -0.3 -0.2 0.3
H -2.59624 -4.34030 -5.14164 0.8 0.2 -0.1
H -3.56785 -4.41463 -3.78843 -0.1 -0.3 0.4
H -2.54738 -5.67633 -2.09463 0.0 -0.3 0.1
C 2.49888 4.55958 2.94515 0.1 -0.2 0.2
C 2.28900 3.66009 1.76183 -1.2 0.3 0.3
C 3.34945 3.76281 0.72723 1.2 0.1 -0.3
O 2.25580 2.34486 2.23275 0.3 -0.8 0.9
H 2.00744 4.13153 3.81885 -0.4 0.2 -0.1
H 2.12790 5.56200 2.73157 0.3 0.1 0.2
H 3.56447 4.50696 3.16844 0.1 0.6 0.1
H 1.26627 3.72936 1.39124 -0.1 1.1 -0.6
H 3.51158 4.75826 0.31385 -0.6 -0.1 -0.6
H 3.24999 2.92884 0.03247 -0.1 0.5 -0.6
H 4.32382 3.59880 1.18745 0.1 -0.3 0.5
H 1.85594 1.85404 1.51108 -0.2 -1.6 -0.3
C -1.49120 0.77323 -5.06876 0.0 -0.6 0.1
C -1.72680 -0.75045 -4.84143 -0.1 1.5 0.3
C -3.11729 -1.16895 -5.22596 -0.3 0.1 -0.9
O -0.78242 -1.53498 -5.52099 0.6 -0.5 -0.5
H -0.42824 1.00152 -4.99077 0.0 0.0 0.3
H -2.05224 1.32390 -4.31370 0.1 0.1 0.0
H -1.78819 1.14758 -6.04843 -0.3 -0.3 -0.1
H -1.51284 -0.91560 -3.78547 -0.1 -0.2 0.2
H -3.27063 -0.88903 -6.26817 -0.1 0.5 -0.2
H -3.87777 -0.64757 -4.64463 -0.1 -0.4 0.1
H -3.24615 -2.24741 -5.31781 -0.1 -0.1 0.9
H -0.99269 -1.53363 -6.45768 0.1 0.0 -0.2
```
Positions in Å, forces in eV/Å.